The following is a DFT calculation (ωB97M-V/def2-TZVPD) of a molecular structure, C4H8O2 in a non-equilibrium geometry.

Atoms and positions in Å:
C (1.6003, -0.6774, -1.0166)
C (0.7154, 0.1572, 0.4599)
O (0.7478, 1.3900, 1.2037)
C (-0.6342, -0.2768, 0.0112)
O (-0.6487, -1.1463, -0.8361)
C (-1.9472, 0.2719, 0.4844)
H (1.4028, -1.7461, -1.3119)
H (2.6151, -0.6412, -0.6683)
H (1.3983, -0.1029, -1.9225)
H (1.1803, -0.5173, 1.1637)
H (0.4391, 2.1733, 0.7258)
H (-2.5453, -0.5962, 0.7757)
H (-2.4516, 0.7298, -0.3746)
H (-1.8720, 0.9819, 1.3055)

Summary:
strongest force on any atom: 1.78 eV Å⁻¹
Kohn-Sham gap: 10.031 eV
ΔE to the lowest compared entry with this formula, charge and spin: 330.4 kJ/mol

Mulliken population analysis, charges in e, atoms 1 to 8: number 1, C, carries -0.971; number 2, C, carries -0.011; number 3, O, carries -0.529; number 4, C, carries 0.689; number 5, O, carries -0.551; number 6, C, carries -1.128; number 7, H, carries 0.297; number 8, H, carries 0.386

The following is a DFT calculation (ωB97M-V/def2-TZVPD) of C4H8O2 in the gas phase.

Atoms and positions in Å:
O (-1.9590, -0.6264, -1.3934)
C (-1.6226, -1.0623, -0.0927)
C (-0.3151, -0.4974, 0.3969)
C (0.6691, -0.0736, -0.3952)
C (1.8325, 0.7196, 0.1496)
O (1.4601, 1.4678, 1.2915)
H (-1.9241, 0.3397, -1.3757)
H (-2.4073, -0.7933, 0.6330)
H (-1.6015, -2.1566, -0.1403)
H (-0.2086, -0.3669, 1.4738)
H (0.6083, -0.2249, -1.4727)
H (2.2281, 1.3776, -0.6397)
H (2.6583, 0.0749, 0.4707)
H (0.5817, 1.8217, 1.0943)

Summary:
strongest force on any atom: 0.33 eV Å⁻¹
Kohn-Sham gap: 10.390 eV
ΔE to the lowest compared entry with this formula, charge and spin: 181.5 kJ/mol

Mulliken population analysis, charges in e, atoms 1 to 8: number 1, O, carries -0.525; number 2, C, carries -0.467; number 3, C, carries -0.294; number 4, C, carries -0.287; number 5, C, carries -0.374; number 6, O, carries -0.528; number 7, H, carries 0.314; number 8, H, carries 0.276

The following is a DFT calculation (ωB97M-V/def2-TZVPD) of 2 unconnected molecules or ions with the total composition C4H8O2.

Atoms and positions in Å:
C (0.4595, -1.8259, -0.8844)
C (-0.8108, -1.5383, -1.1313)
O (-1.1705, -0.2837, -1.5659)
H (0.7684, -2.8239, -0.5974)
H (1.2084, -1.0461, -0.9604)
H (-1.6158, -2.2730, -1.0593)
H (-2.0215, -0.0454, -1.1831)
C (0.0710, 1.2326, 1.5421)
C (0.9427, 1.4938, 0.3441)
O (1.8963, 0.8217, 0.0334)
H (0.2338, 2.0301, 2.2783)
H (0.3106, 0.2655, 1.9889)
H (-0.9855, 1.2695, 1.2548)
H (0.6721, 2.3915, -0.2503)

Summary:
strongest force on any atom: 0.53 eV Å⁻¹
Kohn-Sham gap: 9.879 eV
ΔE to the lowest compared entry with this formula, charge and spin: 197.4 kJ/mol

Mulliken population analysis, charges in e, atoms 1 to 8: number 1, C, carries -0.669; number 2, C, carries 0.063; number 3, O, carries -0.462; number 4, H, carries 0.246; number 5, H, carries 0.223; number 6, H, carries 0.291; number 7, H, carries 0.315; number 8, C, carries -0.893

The following is a DFT calculation (ωB97M-V/def2-TZVPD) of C4H8O2 in the gas phase in a non-equilibrium geometry.

Atoms and positions in Å:
O (1.9407, 1.1128, 0.0239)
C (1.3074, -0.1378, 0.2149)
C (-0.1615, 0.1334, 0.4565)
C (-0.9782, 0.6280, -0.7407)
O (-1.9812, -0.3802, -0.7048)
C (-1.1314, -1.0605, 0.4582)
H (2.8776, 0.9607, -0.1429)
H (1.7449, -0.6853, 1.0648)
H (1.3958, -0.7771, -0.6765)
H (-0.2575, 0.8112, 1.3200)
H (-1.4988, 1.5649, -0.5815)
H (-0.3960, 0.6660, -1.6695)
H (-1.6854, -1.1781, 1.4148)
H (-1.1764, -1.6580, -0.4372)

Summary:
strongest force on any atom: 3.87 eV Å⁻¹
Kohn-Sham gap: 10.007 eV
ΔE to the lowest compared entry with this formula, charge and spin: 387.7 kJ/mol

Mulliken population analysis, charges in e, atoms 1 to 8: number 1, O, carries -0.519; number 2, C, carries -0.636; number 3, C, carries 0.163; number 4, C, carries -0.431; number 5, O, carries -0.435; number 6, C, carries -0.609; number 7, H, carries 0.303; number 8, H, carries 0.323

The following is a DFT calculation (ωB97M-V/def2-TZVPD) of C4H8O2 in the gas phase.

Atoms and positions in Å:
C (1.1678, 0.9001, -0.4987)
C (-0.2134, 0.8131, 0.1409)
C (-1.0980, -0.1249, -0.6689)
O (-0.5371, -1.3839, -0.3280)
C (-0.0823, -1.2615, 1.0093)
O (-0.1747, 0.0943, 1.3741)
H (1.8879, 1.4470, 0.1179)
H (1.5323, -0.1204, -0.6547)
H (1.1050, 1.3707, -1.4851)
H (-0.6586, 1.7899, 0.3526)
H (-2.1468, -0.0715, -0.3487)
H (-1.0327, 0.0108, -1.7509)
H (-0.7095, -1.8531, 1.6868)
H (0.9600, -1.6104, 1.0533)

Summary:
strongest force on any atom: 0.39 eV Å⁻¹
Kohn-Sham gap: 10.807 eV
ΔE to the lowest compared entry with this formula, charge and spin: 132.6 kJ/mol

Mulliken population analysis, charges in e, atoms 1 to 8: number 1, C, carries -1.225; number 2, C, carries 0.285; number 3, C, carries -0.444; number 4, O, carries -0.383; number 5, C, carries -0.241; number 6, O, carries -0.442; number 7, H, carries 0.325; number 8, H, carries 0.282

The following is a DFT calculation (ωB97M-V/def2-TZVPD) of C4H8O2 in the gas phase.

Atoms and positions in Å:
C (1.3400, -0.0541, 1.3206)
C (1.1693, -0.3357, -0.1486)
O (1.1525, 0.8552, -0.9394)
C (0.0012, 0.0255, -0.9449)
C (-1.3135, 0.4268, -0.3232)
O (-2.2780, 0.3781, -1.3566)
H (2.4074, 0.1140, 1.4991)
H (1.0132, -0.8713, 1.9717)
H (0.8120, 0.8650, 1.5902)
H (1.7550, -1.1739, -0.5307)
H (-0.1400, -0.4763, -1.9023)
H (-1.5472, -0.3066, 0.4660)
H (-1.2474, 1.4205, 0.1417)
H (-3.1537, 0.4266, -0.9586)

Summary:
strongest force on any atom: 0.42 eV Å⁻¹
Kohn-Sham gap: 10.917 eV
ΔE to the lowest compared entry with this formula, charge and spin: 207.3 kJ/mol

Mulliken population analysis, charges in e, atoms 1 to 8: number 1, C, carries -1.300; number 2, C, carries 0.227; number 3, O, carries -0.472; number 4, C, carries -0.119; number 5, C, carries -0.501; number 6, O, carries -0.499; number 7, H, carries 0.355; number 8, H, carries 0.300

The following is a DFT calculation (ωB97M-V/def2-TZVPD) of a molecular structure, C4H8O2.

Atoms and positions in Å:
O (0.0406, -2.2726, 0.0947)
C (-0.9196, -1.2293, 0.1360)
C (-0.3054, 0.0907, -0.1325)
C (0.4195, 0.7733, -1.2686)
O (0.3052, 2.0281, -0.5186)
C (-0.3539, 1.2958, 0.4389)
H (-0.4521, -3.1030, 0.1173)
H (-1.4129, -1.1740, 1.1204)
H (-1.7031, -1.4108, -0.6159)
H (1.7120, 0.5970, 1.3946)
H (1.4775, 0.5475, -1.4290)
H (-0.1227, 0.8350, -2.2162)
H (2.0090, 1.2664, 1.5170)
H (-0.6941, 1.7559, 1.3620)

Summary:
strongest force on any atom: 0.51 eV Å⁻¹
Kohn-Sham gap: 9.523 eV
ΔE to the lowest compared entry with this formula, charge and spin: 383.8 kJ/mol

Mulliken population analysis, charges in e, atoms 1 to 8: number 1, O, carries -0.527; number 2, C, carries -0.491; number 3, C, carries 0.456; number 4, C, carries -0.091; number 5, O, carries -0.363; number 6, C, carries -0.718; number 7, H, carries 0.310; number 8, H, carries 0.265

The following is a DFT calculation (ωB97M-V/def2-TZVPD) of a molecular structure, C4H8O2.

Atoms and positions in Å:
O (2.4817, -0.3990, 0.0846)
C (1.0021, -0.1057, -0.8660)
C (0.2134, 0.2234, 0.2692)
C (-0.8958, 1.2168, 0.3770)
C (-1.1416, -0.2706, 0.5537)
O (-1.7904, -0.9675, -0.4803)
H (2.5877, -1.3605, 0.2027)
H (0.8926, -1.0719, -1.3606)
H (1.3965, 0.6804, -1.5067)
H (1.6701, -0.0692, 0.7948)
H (-1.3071, 1.6460, -0.5371)
H (-0.9503, 1.8731, 1.2452)
H (-1.3794, -0.6415, 1.5546)
H (-2.7397, -0.8237, -0.3784)

Summary:
strongest force on any atom: 0.36 eV Å⁻¹
Kohn-Sham gap: 8.838 eV
ΔE to the lowest compared entry with this formula, charge and spin: 504.4 kJ/mol

Mulliken population analysis, charges in e, atoms 1 to 8: number 1, O, carries -0.553; number 2, C, carries -0.306; number 3, C, carries -0.310; number 4, C, carries -0.727; number 5, C, carries -0.064; number 6, O, carries -0.529; number 7, H, carries 0.365; number 8, H, carries 0.283

The following is a DFT calculation (ωB97M-V/def2-TZVPD) of 2 unconnected molecules or ions with the total composition C4H8O2 in a non-equilibrium geometry.

Atoms and positions in Å:
C (-2.3396, -0.7749, 0.4681)
C (-1.5732, -0.6293, -0.6133)
O (-0.3660, -1.2388, -0.7396)
H (-3.2882, -0.2677, 0.5098)
H (-1.9415, -1.3580, 1.2899)
H (-1.6526, 0.2307, -1.2847)
H (0.0269, -1.0946, -1.6048)
C (2.0091, 0.5239, 0.7087)
C (1.0590, 1.0258, -0.3082)
O (1.2916, 1.0098, -1.4898)
H (2.1339, 1.2499, 1.5194)
H (1.5679, -0.3554, 1.1794)
H (3.0017, 0.3485, 0.2987)
H (0.0710, 1.3302, 0.0664)

Summary:
strongest force on any atom: 1.41 eV Å⁻¹
Kohn-Sham gap: 10.058 eV
ΔE to the lowest compared entry with this formula, charge and spin: 206.8 kJ/mol

Mulliken population analysis, charges in e, atoms 1 to 8: number 1, C, carries -0.647; number 2, C, carries -0.068; number 3, O, carries -0.541; number 4, H, carries 0.261; number 5, H, carries 0.240; number 6, H, carries 0.371; number 7, H, carries 0.368; number 8, C, carries -0.988

The following is a DFT calculation (ωB97M-V/def2-TZVPD) of C4H8O2 in the gas phase.

Atoms and positions in Å:
C (0.7623, 0.0297, -1.3829)
C (-0.1162, -0.9019, -0.5492)
C (-0.3757, -0.3514, 0.8580)
O (0.7997, -0.3699, 1.6174)
C (-0.9156, 1.0603, 0.7871)
O (-0.3785, 1.9721, 1.3758)
H (1.1436, -0.4706, -2.2781)
H (1.6174, 0.3677, -0.7894)
H (0.2070, 0.9176, -1.7106)
H (0.3691, -1.8742, -0.4133)
H (-1.0755, -1.0883, -1.0497)
H (-1.1548, -0.9700, 1.3387)
H (0.8998, 0.5264, 1.9811)
H (-1.8183, 1.2279, 0.1674)

Summary:
strongest force on any atom: 0.55 eV Å⁻¹
Kohn-Sham gap: 11.255 eV
ΔE to the lowest compared entry with this formula, charge and spin: 96.1 kJ/mol

Mulliken population analysis, charges in e, atoms 1 to 8: number 1, C, carries -1.148; number 2, C, carries -0.577; number 3, C, carries 0.071; number 4, O, carries -0.567; number 5, C, carries 0.049; number 6, O, carries -0.530; number 7, H, carries 0.361; number 8, H, carries 0.297

The following is a DFT calculation (ωB97M-V/def2-TZVPD) of a molecular structure, C4H8O2.

Atoms and positions in Å:
C (1.0480, -1.0510, -0.9821)
C (0.6187, 0.0791, -0.2456)
O (-1.0991, 0.0861, -1.2224)
C (0.1280, -0.0003, 1.1729)
C (-1.0744, 0.9169, 1.3595)
O (-0.9779, 2.0794, 1.6730)
H (-0.2232, -0.8073, -1.4938)
H (1.8117, -0.8978, -1.7425)
H (1.1039, -2.0025, -0.4549)
H (0.9315, 1.0781, -0.5518)
H (-1.0365, 0.7753, -1.9067)
H (0.9415, 0.3400, 1.8296)
H (-0.1245, -1.0376, 1.4247)
H (-2.0478, 0.4417, 1.1400)

Summary:
strongest force on any atom: 0.67 eV Å⁻¹
Kohn-Sham gap: 9.886 eV
ΔE to the lowest compared entry with this formula, charge and spin: 389.9 kJ/mol

Mulliken population analysis, charges in e, atoms 1 to 8: number 1, C, carries -1.108; number 2, C, carries 0.124; number 3, O, carries -0.764; number 4, C, carries -0.514; number 5, C, carries 0.096; number 6, O, carries -0.483; number 7, H, carries 0.398; number 8, H, carries 0.299

The following is a DFT calculation (ωB97M-V/def2-TZVPD) of C4H8O2 in the gas phase.

Atoms and positions in Å:
C (-1.8669, -0.3346, -0.1962)
C (-0.4453, 0.0552, -0.5329)
C (0.6967, -0.7615, 0.0887)
C (1.1220, 0.5724, 0.7258)
O (2.3289, 1.1252, 0.3187)
O (-0.0116, 1.2408, 0.1732)
H (-2.5603, 0.4628, -0.4838)
H (-2.1450, -1.2449, -0.7402)
H (-1.9777, -0.5173, 0.8784)
H (-0.3447, 0.2043, -1.6173)
H (1.4333, -1.1821, -0.5999)
H (0.3739, -1.5298, 0.7972)
H (1.1372, 0.6146, 1.8190)
H (2.2595, 1.2949, -0.6307)

Summary:
strongest force on any atom: 0.36 eV Å⁻¹
Kohn-Sham gap: 11.038 eV
ΔE to the lowest compared entry with this formula, charge and spin: 137.8 kJ/mol

Mulliken population analysis, charges in e, atoms 1 to 8: number 1, C, carries -1.352; number 2, C, carries 0.478; number 3, C, carries -0.729; number 4, C, carries 0.166; number 5, O, carries -0.522; number 6, O, carries -0.464; number 7, H, carries 0.317; number 8, H, carries 0.349